No. 1
Here is a cluster of 8 separate species, C31H46N2O23 in total in a non-equilibrium geometry from the OMol25 dataset. Energies are from ωB97M-V/def2-TZVPD.

Each line ends with the Löwdin charge.
Cartesian coordinates (Å):
C 5.18946 -0.78912 -0.05673  -0.08
C 3.87225 0.15150 0.36433  -0.29
N 4.13389 1.19771 1.21412  0.08
C 2.41003 -0.28417 -0.23589  -0.10
C 1.58493 0.91275 -0.99508  -0.21
C 0.93045 2.14328 -0.10695  -0.06
C -0.08671 2.80984 -1.20917  -0.20
O -0.50787 4.10543 -1.20193  -0.05
O -0.48610 1.79639 -2.23795  -0.04
C 0.22059 0.54874 -1.85162  -0.26
C -0.64740 -0.78788 -1.46885  -0.13
C -1.54027 -0.67255 -0.09937  -0.18
C -2.50379 0.65249 -0.00570  -0.25
N -3.86827 0.21400 0.55635  -0.04
H 6.01030 -0.59917 0.78888  0.07
H 5.68434 -0.44456 -1.06393  0.09
H 4.95069 -1.94108 -0.00395  0.09
H 3.22175 1.66464 1.41079  0.01
H 1.75225 -0.79778 0.60303  0.13
H 2.62658 -1.11385 -1.06591  0.10
H 2.28025 1.40404 -1.79803  0.16
H 0.55537 1.92486 0.98251  0.14
H 1.81217 2.92146 -0.07268  0.13
H 0.68696 0.23061 -2.90365  0.16
H 0.10042 -1.70378 -1.30363  0.12
H -1.31224 -1.06629 -2.39763  0.13
H -2.27608 -1.61263 -0.10528  0.12
H -0.91818 -0.77659 0.90024  0.12
H -2.73135 1.17231 -1.02915  0.13
H -2.03500 1.36731 0.80665  0.11
H -4.54294 1.02309 0.41175  0.08
H -3.79239 0.02610 1.59067  0.05
C -5.97860 -3.26425 1.33553  -0.14
C -5.62359 -4.36807 2.27816  -0.14
O -4.34971 -3.98623 2.76141  0.06
C -4.25788 -2.63241 2.61176  -0.52
O -3.36347 -1.94698 3.07856  0.12
O -5.29754 -2.14603 1.87283  0.05
H -7.05575 -3.08015 1.29665  0.14
H -5.61174 -3.44715 0.32013  0.14
H -6.31688 -4.43544 3.12320  0.14
H -5.57424 -5.34049 1.78053  0.13
C 0.80859 -3.77706 -4.27727  -0.15
C 1.16361 -4.88088 -3.33465  -0.13
O 2.43749 -4.49904 -2.85139  0.07
C 2.52931 -3.14522 -3.00105  -0.51
O 3.42372 -2.45979 -2.53424  0.10
O 1.48965 -2.65884 -3.73997  0.05
H -0.26855 -3.59295 -4.31615  0.13
H 1.17546 -3.95995 -5.29267  0.12
H 0.47031 -4.94824 -2.48960  0.14
H 1.21296 -5.85329 -3.83228  0.14
C -5.15686 3.69341 3.49576  -0.14
C -4.32287 2.49950 3.83048  -0.14
O -5.19898 1.41388 3.59393  0.05
C -6.14078 1.84986 2.70703  -0.53
O -6.95220 1.12698 2.15320  0.12
O -6.05533 3.19941 2.52023  0.06
H -4.56166 4.51738 3.09270  0.14
H -5.73169 4.05607 4.35432  0.14
H -3.45183 2.40063 3.17412  0.13
H -3.98527 2.50608 4.87050  0.14
C -2.33332 -7.58846 -6.29065  -0.14
C -2.99765 -6.45594 -5.57716  -0.13
O -1.92744 -5.57221 -5.30185  0.06
C -0.94848 -5.83761 -6.21556  -0.49
O 0.04616 -5.15071 -6.37843  0.12
O -1.22831 -6.97079 -6.92342  0.08
H -2.98968 -8.05818 -7.02834  0.14
H -1.96319 -8.35629 -5.60324  0.14
H -3.73086 -5.93878 -6.20505  0.14
H -3.48468 -6.77556 -4.65179  0.14
C 8.98632 -2.31282 0.88244  -0.15
C 8.42045 -2.30897 2.26547  -0.14
O 8.52202 -3.66331 2.66241  0.06
C 9.51459 -4.22372 1.91115  -0.51
O 9.98437 -5.33213 2.10714  0.13
O 9.91321 -3.38188 0.91321  0.06
H 9.48689 -1.37277 0.63470  0.14
H 8.22829 -2.52404 0.12096  0.13
H 9.00695 -1.69318 2.95548  0.14
H 7.37946 -1.97506 2.28822  0.12
C -1.29141 8.19485 -0.88744  -0.13
C -0.93639 7.09103 0.05518  -0.14
O 0.33749 7.47287 0.53843  0.03
C 0.42931 8.82669 0.38878  -0.51
O 1.32372 9.51212 0.85559  0.13
O -0.61035 9.31307 -0.35014  0.06
H -2.36855 8.37896 -0.92632  0.14
H -0.92454 8.01196 -1.90285  0.14
H -1.62969 7.02366 0.90022  0.14
H -0.88704 6.11862 -0.44245  0.10
C 0.62830 5.63283 3.21272  -0.14
C 1.80113 5.04814 3.93077  -0.13
O 1.20403 4.19288 4.88686  0.07
C -0.03318 3.86737 4.41041  -0.52
O -0.75577 3.01354 4.89673  0.12
O -0.35550 4.62098 3.31878  0.05
H 0.84849 5.85103 2.16413  0.12
H 0.25364 6.54199 3.69454  0.14
H 2.43960 4.45063 3.27150  0.13
H 2.41181 5.81141 4.42080  0.14

energy above the lowest of the compared OMol25 structures with the same formula, charge and spin	6.4382	eV
M	814.700	g mol⁻¹
Kohn-Sham gap	8.856	eV
DFT total energy	-3048.7132	Ha
net charge	0
SMILES string	[H]/N=C(/C)C[C@@H]1CC(=O)O[C@@H]1CCCN.O=C1OCCO1.O=C1OCCO1.O=C1OCCO1.O=C1OCCO1.O=C1OCCO1.O=C1OCCO1.O=C1OCCO1



No. 2
Here is a structure of composition C16H12N3O5Zn in a non-equilibrium geometry from the OMol25 dataset. Energies are from ωB97M-V/def2-TZVPD.

Each line ends with the Löwdin charge.
Cartesian coordinates (Å):
Zn 0.16480 -0.03247 0.64705  0.49
O -0.96420 4.47353 3.84705  0.06
C -0.79240 3.31113 3.14225  -0.27
C 0.08120 2.32563 3.60775  0.07
C 0.21340 1.18913 2.83315  -0.15
N -0.57020 0.98013 1.77435  0.00
C -1.20130 2.01313 1.20885  -0.12
C -1.40950 3.19323 1.89845  0.09
C -1.35210 1.82043 -0.26895  -0.51
O -2.13840 2.58893 -0.91915  -0.02
O -0.60780 0.88813 -0.72735  -0.08
C 1.37440 0.24243 2.87855  -0.54
O 2.06290 0.17193 3.95335  -0.02
O 1.57280 -0.37127 1.77665  -0.12
H -0.43320 4.38013 4.65405  0.11
H 0.71560 2.45283 4.47425  0.13
H -1.94400 4.01263 1.43755  0.13
N 1.61090 0.01023 -0.54265  -0.04
C 1.39470 -0.83127 -1.61795  -0.27
C 2.28860 -1.01427 -2.66755  -0.06
C 1.96190 -1.89267 -3.70255  -0.12
C 0.74530 -2.58087 -3.68055  -0.06
C -0.15310 -2.38977 -2.61495  -0.18
C -1.39150 -3.03727 -2.51295  -0.08
C -2.21030 -2.77937 -1.41605  -0.10
C -1.76430 -1.88207 -0.45625  -0.14
N -0.58020 -1.23707 -0.51485  -0.06
C 0.18910 -1.50197 -1.57935  -0.18
H 2.55600 -0.10307 0.04755  0.17
H 1.87190 1.08103 -0.74155  0.18
H 3.23350 -0.48137 -2.68695  0.09
H 2.65480 -2.04167 -4.52685  0.08
H 0.50110 -3.26237 -4.49145  0.10
H -1.71840 -3.73567 -3.27765  0.09
H -3.17350 -3.26537 -1.31025  0.09
H -2.36870 -1.65007 0.41585  0.10
H -0.41970 -1.04457 1.65915  0.15

M	391.678	g mol⁻¹
Kohn-Sham gap (spin up / spin down)	6.920 / 3.978	eV
DFT total energy	-2936.5726	Ha
net charge	-1



No. 3
Here is a cluster of 2 separate species, C2H8NO in total in a non-equilibrium geometry from the OMol25 dataset. Energies are from ωB97M-V/def2-TZVPD.

Each line ends with the Löwdin charge.
Cartesian coordinates (Å):
O -1.44514 1.13175 1.68122  0.00
H -2.08749 0.78438 2.21644  0.01
H -1.50538 2.06582 1.89947  0.07
H 2.19344 0.06394 -0.49598  0.13
C 1.72097 -1.00301 -0.49187  -0.01
C 0.24136 -0.88306 -0.81317  0.00
N -0.23699 0.35547 -0.83531  0.18
H 2.13265 -1.61985 -1.32650  0.11
H 1.90684 -1.49372 0.44138  0.10
H -0.44043 -1.72267 -1.01697  0.16
H 0.23162 1.16241 -1.29420  0.17
H -0.98518 0.53379 -0.19600  0.09

energy above the lowest of the compared OMol25 structures with the same formula, charge and spin	1.8636	eV
M	62.092	g mol⁻¹
Kohn-Sham gap	10.174	eV
DFT total energy	-210.6846	Ha
net charge	+1